{
  "formula": "C64H144NO3P4",
  "method": "wB97M-V/def2-TZVPD",
  "largest_force_ev_per_a": 4.02,
  "e_lumo_ev": -4.52,
  "total_charge": 3,
  "orbital_gap_ev": 7.13,
  "homo_energy_ev": -11.65,
  "elements": ["P", "C", "O", "H", "C", "C", "H", "H", "H", "H", "H", "C", "C", "H", "H", "H", "H", "H", "H", "H", "C", "H", "H", "H", "H", "C", "C", "H", "H", "H", "C", "H", "H", "H", "O", "H", "H", "H", "C", "H", "H", "C", "H", "H", "C", "H", "H", "C", "H", "C", "C", "H", "H", "H", "H", "H", "H", "H", "C", "H", "H", "P", "H", "H", "C", "C", "H", "H", "H", "H", "C", "H", "H", "H", "H", "H", "P", "C", "C", "N", "H", "H", "H", "H", "H", "C", "C", "C", "H", "C", "H", "H", "H", "C", "H", "H", "H", "H", "C", "H", "H", "H", "H", "H", "H", "H", "C", "H", "H", "H", "C", "H", "H", "H", "C", "H", "H", "H", "H", "C", "H", "C", "C", "H", "C", "H", "H", "H", "H", "C", "H", "H", "C", "C", "H", "H", "H", "C", "H", "H", "C", "H", "C", "H", "C", "H", "H", "H", "H", "H", "C", "C", "H", "H", "C", "C", "H", "C", "H", "H", "H", "C", "H", "H", "P", "H", "H", "H", "H", "H", "H", "C", "H", "C", "H", "H", "C", "H", "H", "H", "C", "H", "H", "C", "H", "C", "C", "H", "H", "H", "H", "H", "C", "C", "C", "H", "O", "H", "H", "C", "C", "C", "H", "H", "H", "H", "H", "H", "C", "H", "H", "C", "H", "H", "C", "C"],
  "coordinates": [[-0.527249, 8.956927, -4.009915], [-0.761979, 9.942177, -1.339695], [-0.550299, -1.815033, 0.214645], [-2.452329, 7.616287, -8.091105], [0.397281, -1.550833, -4.553845], [-11.768069, -0.553103, 1.766395], [-4.212669, -3.139943, 4.717475], [0.062151, -7.525523, 3.679065], [-0.781809, 9.051037, 1.297015], [-4.160809, -1.741453, -1.738245], [4.558371, -4.854573, -1.364285], [1.734631, 10.707837, -3.326185], [1.739911, -1.186343, -5.182025], [3.568391, -4.803193, 4.597845], [-0.270889, 10.913297, -1.401785], [0.067191, -1.041043, -3.648715], [-6.073569, 3.821977, 2.977795], [-1.690699, 3.679627, -2.967595], [4.692401, -9.232593, 5.732485], [-4.932589, -2.454203, -0.352195], [-1.453219, 9.610937, -2.637515], [1.570711, -10.918713, 2.139165], [-1.841719, 9.124377, -8.779125], [-3.489769, 8.758547, -9.172245], [-4.364429, -4.849053, 4.215265], [2.983091, -1.617793, -4.361955], [0.252511, 7.390547, -3.346045], [5.289311, -7.480513, 7.308055], [-5.116449, 5.142117, 1.319775], [-6.737979, 2.904627, 0.867085], [-5.919429, 2.452467, 1.427115], [5.497391, -5.817203, 4.421245], [7.728211, -5.508793, 4.080675], [6.733591, -1.328853, -2.334735], [-0.996999, -1.347413, 2.256785], [-1.435409, 10.452357, -6.510615], [4.275321, -8.127273, 2.882345], [-5.780999, -1.825843, -3.937035], [-1.130549, 4.044947, -2.106845], [3.903021, -1.306133, -4.856635], [-2.742349, 10.500747, -5.379485], [-6.295739, -2.327503, -1.899345], [-1.125229, 7.945107, -6.086395], [-1.407249, 6.701077, -2.106845], [2.514781, -5.783933, -2.463115], [4.168041, -5.042043, 6.226755], [-5.536239, -1.417743, 2.999575], [2.009871, 1.983777, 1.671095], [1.905541, -6.434303, 6.567005], [-9.523969, 0.342327, 0.768825], [-5.244269, 3.341617, 2.458545], [-11.764509, 0.284397, 2.464025], [3.593771, -7.178093, 7.780095], [-8.534729, -0.607913, -0.950795], [5.222791, 0.542867, -0.454605], [-4.228019, 9.196397, -6.815375], [0.902871, 7.574627, -2.490925], [5.395201, 0.320397, -6.434925], [7.913991, -6.498933, 3.664485], [1.655581, -0.119313, -5.388025], [-10.585019, -1.435033, 0.100125], [4.393431, -1.060093, -1.927615], [-6.368599, -3.775243, 3.488815], [0.698731, -10.420393, 0.691565], [-1.273109, 10.015937, 1.171785], [3.091261, 11.969857, -5.232385], [-6.203999, -3.398453, -2.080315], [6.007591, -7.836183, 9.739645], [-0.549199, 10.812527, 1.343545], [1.282471, -7.530153, 2.518465], [2.592111, -4.471913, -1.709185], [4.029151, 11.952447, -5.787505], [3.673541, -6.517363, 3.071915], [1.786941, -3.759163, -1.887485], [3.178491, -2.682023, -4.493635], [-0.078129, 9.135357, -1.076095], [3.013851, -7.719193, 4.893115], [5.919051, -1.080443, -3.015115], [-5.100439, -1.773403, -1.186725], [-0.575349, -2.108243, 1.430915], [2.019181, -9.481283, 1.184455], [-12.066819, -1.330943, 2.469115], [1.467531, -6.082913, -2.507665], [2.383901, -1.742163, -2.315585], [0.208851, 11.177017, -4.774955], [2.902911, -1.039033, -2.967005], [4.478781, -8.886793, 8.696685], [-2.211029, 9.834067, -6.058695], [-5.673189, 0.385497, -1.263035], [-10.428999, -0.909033, 1.041975], [-3.960599, 5.259817, 2.485225], [6.203681, -1.215113, -6.418065], [2.077561, 2.862737, 2.312155], [6.025561, 0.302587, -3.629755], [0.258521, -2.589563, -4.254005], [-3.518769, 4.204137, 1.238595], [-5.362979, -4.241523, 2.112885], [4.239001, -3.826343, -2.840435], [-8.285559, 0.076337, -0.139725], [-0.353979, -1.238573, -5.279235], [5.777421, -1.884603, -3.737175], [-1.550589, 6.100307, -3.771635], [0.515701, 5.351297, -1.727295], [7.142701, 1.381007, -4.965095], [1.699791, -3.352943, 5.403205], [3.877701, 11.282587, -3.303155], [3.850221, -8.707703, 6.183365], [-0.402679, -8.777383, 1.585875], [5.258871, -2.737613, -0.436055], [-12.565569, -0.403423, 1.038605], [1.575061, -8.816303, 4.332315], [4.434281, -7.373913, 10.238335], [2.379211, -4.732133, -0.672335], [2.867331, -5.722083, -3.492665], [1.188331, -10.055483, 1.594465], [-2.548619, 8.061127, -5.075175], [1.278171, 2.170267, 0.885005], [1.533821, 1.212907, 2.277095], [-10.171389, 1.051487, 0.253035], [0.155671, -9.248813, 2.394665], [-4.412939, -0.009353, -0.152845], [-4.228859, -3.824343, 3.869285], [4.091021, -7.355583, 3.629755], [7.866161, -0.156163, -4.584135], [6.596811, -6.994773, 3.007195], [-7.959209, 1.008097, -0.601705], [4.437321, -2.509683, 6.537135], [-9.780669, -1.545243, 1.644475], [-6.498559, -0.449283, -2.955175], [-5.587609, -2.205633, 2.248115], [-1.857509, 4.495417, -1.431045], [-7.205609, -2.181433, -1.317195], [-5.356489, -0.379363, -0.553955], [0.781151, -8.201253, 3.215905], [-2.471609, 11.068117, -0.218335], [8.290111, -7.143663, 4.458835], [-6.873739, 1.023287, 2.751695], [4.318991, -7.940383, 7.495395], [2.364981, 11.739917, -6.011975], [2.197211, 0.377947, -0.380165], [5.518541, -6.841883, 4.050205], [6.209331, -6.381883, 2.193365], [-0.849269, 6.357037, -2.977705], [2.184671, -9.676443, 4.055475], [6.930071, 0.315037, -4.883805], [3.469211, -9.267003, 8.852635], [8.722811, -6.406673, 2.939655], [-2.203779, 8.860367, -2.389725], [-2.651719, 9.413067, -0.309225], [1.180701, 9.794257, -5.151795], [5.039691, -8.253113, 10.017985], [-6.189989, 1.003847, 1.903045], [-7.471019, -1.643243, -3.637885], [-4.650649, 2.644437, 3.049865], [-3.253349, 9.508747, -7.190265], [3.283711, 1.492487, 1.114675], [2.866571, 12.997837, -4.948015], [-1.681619, 8.616717, -5.432585], [1.806011, -1.521453, -6.217125], [-7.286679, -2.698383, 0.864595], [-3.291409, -3.676893, 3.333055], [2.629731, -3.602723, 5.914035], [3.529841, -2.617823, -0.157005], [4.004821, 1.165387, 1.863745], [-6.725219, -0.294163, 0.713885], [3.164771, -9.538233, 6.352105], [6.958471, 0.218967, -7.051495], [1.458501, -6.102683, 4.989085], [4.081721, -2.232903, 4.858095], [2.930601, -0.529533, 0.845375], [6.467991, 0.983687, -2.902805], [-6.899329, -1.919043, 1.520855], [-0.413929, -9.919573, 3.037885], [-4.387679, 4.506707, 1.823015], [-9.226179, 0.808457, 1.708045], [5.081951, -8.886793, 10.903855], [-6.493629, -1.517473, -3.172075], [2.404711, -3.589933, 6.980475], [-0.764339, 3.165007, -1.577985], [-5.275499, 0.513627, 2.236955], [-5.451699, -3.544713, 2.946365], [0.425601, 4.684907, -3.347035], [-5.174839, 2.358147, 0.636665], [6.354111, -0.153093, -6.224195], [-2.031329, 10.095947, 1.950745], [-2.732449, 8.623357, -8.400045], [3.096791, 11.028477, -4.019885], [1.106201, -9.180833, 5.246315], [5.841041, -7.473003, 4.878335], [4.132561, 1.177997, -1.520695], [-4.717379, -1.990083, 1.628155], [3.701531, 2.316887, 0.536835], [-1.864649, 10.162787, -0.228325], [4.042711, -3.989243, -1.780695], [4.242571, 0.310017, -0.870605], [2.369241, -0.101583, -2.810525], [-0.198199, -3.282113, 1.794655], [-7.618859, -1.930913, 2.339535], [0.813051, 7.036977, -4.211435], [-0.174739, 5.066977, -2.521375], [3.617731, -2.342313, 5.838315], [3.125871, 0.317157, 0.187275], [3.134521, -6.496423, -1.918705], [5.155181, -9.689293, 8.402435], [6.743771, -8.026523, 2.687835], [3.180541, -1.385713, 6.124445], [-1.986399, 10.490607, -2.998065], [1.492531, 11.652027, -2.838355], [3.259061, -4.972063, 5.629285], [3.260911, 10.077277, -4.526225], [5.011551, 0.668547, -3.790875], [4.291431, -2.677033, -0.934545], [-3.437729, 10.512847, -7.572205], [1.897861, 9.984997, -2.526835], [0.701201, 10.315747, -4.323405], [2.355171, -6.215833, 5.598405]],
  "atomic_forces_ev_per_a": [[0.303, 0.775, 1.770], [-1.295, 1.197, 0.873], [0.248, 0.279, -0.267], [-0.482, -0.106, -0.386], [-0.657, -0.128, -0.109], [0.402, -0.575, 0.005], [-0.076, -0.093, 0.131], [-0.440, -0.119, -0.019], [0.106, 0.002, -0.004], [-0.239, -0.018, -0.328], [0.791, 0.433, -0.263], [1.385, 1.670, 0.859], [-0.005, 0.037, 0.192], [0.531, -0.443, -0.253], [0.588, -0.329, -0.137], [0.718, 0.557, 0.180], [0.420, -0.123, 0.853], [-0.114, -0.063, -0.047], [0.259, 0.213, -0.124], [0.470, 0.033, 0.102], [-1.316, -0.227, -0.157], [0.150, 0.025, -0.073], [0.179, -0.121, -0.068], [0.081, -0.875, -0.049], [0.395, 0.082, 0.093], [0.068, 1.030, -1.571], [-1.392, 0.481, -1.436], [-0.093, 0.315, -0.236], [0.226, -0.212, -0.921], [-0.457, 0.066, 0.569], [1.120, -0.903, -1.991], [-0.139, -0.085, -0.124], [0.202, 0.060, 0.103], [0.271, -0.050, -0.255], [-0.819, 1.939, 1.570], [0.187, -0.087, -0.084], [-0.452, -0.451, 0.260], [0.245, 0.497, 0.067], [-1.798, -1.037, 0.676], [-0.043, 0.882, -0.224], [0.109, -0.181, 0.418], [-0.485, 0.682, -1.157], [-0.038, 0.134, -0.356], [-0.260, 0.294, -0.127], [-0.692, 0.318, -0.223], [-0.144, -0.477, 0.141], [0.105, 0.049, 0.363], [-1.619, -0.349, 1.013], [0.254, -0.244, 0.255], [-0.696, -0.507, -0.535], [0.130, 0.796, -0.353], [0.567, 0.518, -0.472], [0.081, 0.166, -0.182], [0.294, -0.164, 0.132], [0.220, -0.357, 0.510], [0.200, -0.413, 0.275], [0.029, 0.209, -0.212], [-0.251, 0.077, 0.344], [-0.314, 0.395, -0.920], [0.662, 0.443, 0.600], [-0.273, 0.035, 0.016], [-0.069, -3.154, -1.060], [-0.115, -0.014, -0.005], [-0.050, -0.373, 0.128], [0.152, 0.228, -0.039], [-0.450, 0.847, 0.232], [0.067, 0.070, -0.134], [0.325, -0.218, 0.473], [0.144, -0.081, 0.147], [0.884, -0.047, 0.281], [0.097, -0.270, 0.858], [0.224, 0.029, 0.447], [-0.428, -0.019, -0.260], [0.217, 0.213, -0.729], [-0.795, -0.412, 0.932], [0.064, 0.217, 0.420], [-1.778, -1.900, 2.562], [-1.277, 0.076, 1.712], [-0.217, 0.032, 1.863], [0.704, -3.199, -0.970], [0.139, 0.339, 0.388], [-0.068, -0.507, -0.473], [0.142, -0.467, 0.085], [-0.874, -0.018, -0.153], [-0.300, -0.153, 0.071], [0.371, -1.251, 1.388], [-0.094, -0.193, 0.508], [-1.133, 0.993, -1.855], [0.064, -0.062, -0.334], [0.912, 1.083, 0.755], [-0.106, -0.540, 0.919], [0.223, -0.146, 0.486], [0.259, 0.048, -0.163], [0.380, -0.493, -0.346], [0.164, -0.277, -0.588], [-0.461, -0.322, -0.483], [-0.264, -0.526, 0.090], [0.649, -0.196, 0.046], [-0.022, 0.889, 0.638], [-0.254, -0.494, -0.067], [0.015, 0.000, -0.003], [0.021, 0.411, -0.216], [0.134, -0.203, 0.179], [0.345, 0.018, -0.456], [0.100, -0.462, -0.345], [-0.126, -0.162, -0.073], [0.362, 0.345, 0.546], [-0.827, 0.028, 0.569], [0.110, 0.011, 0.128], [0.014, 0.042, 0.128], [3.175, 0.969, 0.702], [-0.164, -0.009, 0.312], [0.069, 0.073, 0.335], [0.115, 0.080, -0.034], [-0.214, -0.604, -0.261], [0.229, -0.343, 0.501], [0.075, 0.248, -0.162], [-0.075, -0.115, 0.164], [0.216, 0.286, -0.063], [0.151, -0.748, -1.491], [-0.122, 0.026, 0.462], [-0.884, 0.843, -0.632], [2.585, 1.782, -2.509], [0.065, -0.181, -0.329], [0.288, 0.436, 0.583], [-0.421, 0.341, -0.389], [0.088, -0.056, 0.069], [-0.411, -0.429, 0.232], [0.579, 0.044, -0.173], [0.921, 0.859, 0.832], [-0.236, -0.048, 0.128], [0.119, -0.261, 0.351], [-0.385, -0.165, 0.201], [-0.533, 1.127, 0.816], [0.630, 0.517, -0.786], [-0.347, -0.151, -0.003], [-0.130, -0.238, 0.091], [0.022, -0.637, -0.224], [-0.318, -0.403, 0.221], [-0.292, 0.231, 0.037], [-0.528, -1.434, 1.260], [0.840, 0.019, -0.586], [0.670, -0.100, 0.502], [-0.096, -0.297, -0.607], [-0.624, 0.786, 0.446], [0.105, -0.510, 0.289], [-0.056, 0.007, -0.055], [-0.331, -0.046, -0.184], [0.078, -0.467, -0.296], [0.651, 0.365, -0.555], [-0.522, 0.839, -1.801], [-0.690, -0.003, 0.077], [-0.157, -0.422, 0.071], [0.021, 0.521, 0.562], [1.084, 0.390, -0.567], [1.090, 0.551, -0.787], [0.206, 0.162, 0.026], [1.129, -0.930, 1.551], [-0.008, -0.777, 0.144], [0.406, 0.149, -0.500], [0.039, -0.263, -0.017], [0.242, 1.625, 1.891], [-0.090, 0.353, -0.073], [0.072, 0.464, 0.243], [-0.062, -0.836, -0.699], [-0.269, 0.117, 0.639], [0.367, -0.149, 0.135], [-0.031, 0.756, -0.351], [-0.129, 0.026, -0.181], [0.706, -0.640, -0.470], [0.031, -0.013, 0.103], [0.356, -0.108, 1.041], [-0.463, 0.019, -0.404], [-0.858, -0.128, 0.579], [-0.026, 0.001, 0.094], [0.048, -0.167, -0.415], [-0.861, -0.441, -0.688], [-0.569, -0.109, 0.166], [0.461, 0.126, -0.135], [0.273, 0.358, 0.270], [0.379, -0.603, -0.525], [0.286, 0.018, -0.061], [0.241, -0.203, -0.339], [-0.203, 0.322, -0.334], [-0.061, 0.045, -0.093], [-0.217, 1.859, 1.511], [-0.829, -1.378, -1.437], [-0.677, 0.484, -0.109], [-0.004, 0.138, 0.408], [-0.435, 0.095, -0.180], [0.155, -0.317, -0.173], [0.490, 0.120, 0.068], [0.194, -1.248, 0.628], [-1.263, 1.292, 0.388], [0.940, 1.071, 1.200], [0.155, 0.146, -0.604], [0.000, 1.021, -0.468], [-0.483, 0.624, -0.157], [0.414, -0.308, 0.208], [1.574, 0.900, -0.653], [0.046, -1.616, -0.277], [-0.962, -0.147, -0.606], [-0.211, -0.327, -0.219], [-0.215, -0.294, 0.008], [-0.342, -0.020, -0.145], [-0.440, -0.305, -0.099], [-0.170, 0.030, -0.105], [-0.685, -0.125, 0.252], [-0.089, 1.215, -1.776], [1.066, -0.451, 0.427], [-0.046, 0.261, -0.608], [0.650, 0.088, -1.002], [-0.238, -0.053, -0.391], [0.049, -0.121, -0.117], [-0.849, -1.763, -1.711], [-0.506, 0.569, 0.456]],
  "mulliken_charge": [0.5093, -0.3645, -0.6109, 0.2941, -1.2869, -1.3515, 0.3270, 0.4348, 0.3285, 0.6871, 0.6865, -0.6256, -0.7571, 0.1194, 0.1864, 0.3583, 0.2880, 0.3589, 0.6182, 0.1381, -1.4603, 0.3225, 0.3023, 0.3809, 0.3776, 0.0721, -0.9581, 0.3454, 0.3315, 0.5321, -0.8558, 0.1593, 0.3398, 0.6878, -0.6458, 0.3928, 0.5647, 0.3683, -1.3751, -0.2070, 0.2835, -0.0226, 0.4916, 0.2764, -1.5088, 0.2719, 0.3825, -1.2898, 0.6588, -0.8120, -0.3727, 0.3651, 0.2575, 0.4642, 0.6436, 0.4176, 0.7016, 0.3046, -1.3636, 0.3507, 0.3588, 0.6533, 0.3660, 0.4022, -1.3730, -1.1931, 0.5366, 0.3413, 0.3265, 0.3506, -0.2777, 0.3941, 0.6644, 0.3631, 0.2526, 0.3345, 1.5522, -0.7011, -0.7417, 0.8911, 0.2632, 0.4010, 0.3936, 0.1745, 0.5272, -1.0242, -0.5953, -0.7849, 0.7051, -0.1087, 0.4301, 0.3253, 0.4150, -0.5832, 0.2907, 0.2890, 0.3464, 0.1504, -0.7372, 0.4036, 0.4857, 0.3529, 0.3401, 0.3730, 0.4465, 0.4020, -1.8447, 0.3888, 0.5950, 0.3187, -0.9961, 0.3315, 0.3304, 0.3488, -1.2039, 0.5807, 0.1837, 0.3471, 0.5096, -0.6463, 0.6026, -1.2328, -1.2995, 0.3480, -0.4034, 0.5444, 0.3547, 0.0610, 0.2709, -1.1861, 0.2531, -0.0908, -1.2383, -0.6828, 0.3986, 0.3323, 0.5953, -0.3224, 0.2857, 0.3181, -0.2929, 0.3096, -0.6504, 0.4609, -0.6828, 0.3726, 0.4070, 0.6909, 0.3998, 0.6102, -1.3277, -1.0484, 0.4109, 0.3905, -0.8164, -0.4111, 0.3265, -0.6676, 0.4583, 0.5680, 0.3032, -0.6708, 0.5824, 0.3074, 0.2383, 0.8282, 0.3965, 0.6008, 0.2967, 0.4045, 0.3803, -0.6182, 0.3241, -1.3238, 0.3471, 0.3696, -1.4604, 0.3474, 0.4166, 0.7860, -0.8048, 0.3040, 0.2720, -1.2466, 0.4086, -1.0964, -0.6946, 0.5771, 0.1730, 0.6565, 0.5337, 0.3799, -0.5628, -0.6348, -1.5160, 0.8783, -0.6114, 0.5508, 0.6705, -0.3168, -1.3021, -0.6387, 0.3730, 0.3576, 0.3578, 0.3900, 0.5908, 0.3717, -0.4110, 0.2855, 0.4129, -1.3322, 0.4075, 0.3442, -1.0094, -1.3291]
}